(1)
An isolated molecule of C4H9N3O2S in a non-equilibrium geometry, computed with wB97M-V/def2-TZVPD.

As for the energy above the lowest of the compared OMol25 structures with the same formula, charge and spin: 3.714 eV. The calculated total energy comes out at -23690.66398 eV. The HOMO-LUMO gap (alpha / beta) comes out at 5.99 / 5.99 eV. Its spin multiplicity is 1.

Each line ends with the natural charge from an NBO analysis.
Element x y z (Å)
C 0.2738 0.1414 -0.1009  0.6020
C 1.5821 -1.9640 -0.3380  0.5184
C -1.9230 -0.4501 0.4841  -0.4223
C -1.4077 1.8691 -0.1665  -0.4613
N 0.5259 -1.2225 -0.0938  -0.6438
N 1.1971 1.1195 -0.3716  -0.7290
N -1.0628 0.5062 -0.1467  -0.3954
O 3.8089 0.2642 0.1621  -0.9864
O 1.4727 -3.2740 -0.0980  -0.6302
S 2.9078 1.5163 0.0967  0.7084
H 2.5432 -1.6219 -0.7667  0.2293
H -2.3511 0.1713 1.3029  0.1880
H -2.7868 -0.7729 -0.2950  0.1937
H -1.1943 -1.2282 0.7058  0.2570
H -2.5135 1.8082 -0.1841  0.2262
H -1.1483 2.2591 0.8185  0.2126
H -1.1861 2.3373 -1.1568  0.2399
H 0.7207 1.9981 -0.1474  0.3901
H 0.5415 -3.4571 0.2956  0.5026

Force components x, y, z for each atom (eV/Å):
2.2329 0.8368 -2.6017
-1.8975 1.5768 0.2758
-2.4200 0.6925 -1.4629
-2.4233 -0.1159 -0.6264
1.2991 -0.5631 0.2828
-2.2664 -1.2833 1.6394
3.0094 -2.1428 -0.6339
-1.2074 0.7218 -0.1781
-1.3996 0.2678 0.5420
1.2936 -0.9917 0.0051
-0.3961 -0.2405 0.4108
-0.2154 -1.3842 0.0920
1.8631 0.4609 2.0067
-1.3783 -0.5273 0.6770
0.3652 0.5411 0.1185
0.3403 1.2277 -0.4153
0.5633 0.1936 1.2686
0.5403 0.0797 -0.4898
2.0970 0.6500 -0.9106

---

(2)
An isolated molecule of C5H4N4S in a non-equilibrium geometry, computed with wB97M-V/def2-TZVPD.

The SMILES is C#CCc1nnc(S)nn1. As for the energy above the lowest of the compared OMol25 structures with the same formula, charge and spin: 5.623 eV. The calculated total energy comes out at -22040.64682 eV. The HOMO-LUMO gap comes out at 8.71 eV. Its spin multiplicity is 1.

Each line ends with the natural charge from an NBO analysis.
Element x y z (Å)
C -2.2937 2.1645 1.0134  -0.2157
C -2.0343 1.0051 1.1404  -0.0138
C -1.4760 -0.3802 1.1931  -0.5111
C -0.1589 -0.4489 0.3856  0.3348
N 0.2235 -1.6809 0.0569  -0.1771
N 1.3217 -1.7633 -0.6707  -0.1686
C 1.8899 -0.5994 -0.9700  0.1831
S 3.3794 -0.7125 -2.0140  -0.0124
N 1.5355 0.6331 -0.6086  -0.1659
N 0.4362 0.7136 0.1176  -0.1668
H -2.3079 3.2021 0.7448  0.2423
H -2.2087 -1.0248 0.6856  0.2585
H -1.3351 -0.7151 2.2273  0.2599
H 2.9108 -0.3427 -3.2378  0.1527

Force components x, y, z for each atom (eV/Å):
0.2473 0.4663 -0.4034
0.6967 -0.9480 0.2983
-0.4446 0.9998 -0.8194
-1.7331 0.1738 1.2654
0.6652 0.4008 -0.2746
-0.5302 0.4059 0.4009
1.3899 0.1130 -1.6985
-0.0884 -0.1015 0.1474
-0.6095 -0.4371 0.4245
0.6945 -0.6237 -0.4407
-0.3845 -0.2431 0.3159
0.3601 -0.1666 0.3529
0.0305 -0.0221 -0.2854
-0.2938 -0.0174 0.7168

---

Q: The lowest energy above the lowest of the compared OMol25 structures with the same formula, charge and spin belongs to which entry?
A: C4H9N3O2S

---

Q: Which of these has the highest calculated total energy?
A: C5H4N4S

---

Q: What is the formula in the first record?
A: C4H9N3O2S